No. 1
DFT (wB97M-V/def2-TZVPD) results for 2 unconnected molecules or ions with the total composition C46H45N2O3 in a non-equilibrium geometry.

Summary:
Charge: +1
E_LUMO, eV: -4.81

Positions of all 96 atoms, in Å:
O: -5.5349 2.2627 -8.0323
O: 2.2570 -1.6415 0.8346
O: -0.0226 1.6369 -4.9197
N: 0.2709 0.2569 3.2941
N: 2.4214 -0.1699 3.2114
C: -0.1147 -1.7229 0.6670
C: 5.9960 -0.3350 2.2012
C: -1.3209 -3.2563 3.8599
C: -0.9235 -2.5719 1.5354
C: -5.3782 2.0561 -9.4596
C: 6.3193 -1.6653 2.4417
C: 5.2997 -2.5244 2.8394
C: -2.1944 -3.1667 1.1979
C: -0.4524 1.1394 0.7716
C: -0.4297 1.3713 -2.1617
C: -4.7526 1.9984 -5.8257
C: -3.4176 -0.0660 3.5467
C: -1.7006 -0.1164 5.4198
C: -2.7635 0.1641 1.2483
C: 1.2258 -0.4985 2.6292
C: -4.4664 2.1521 -7.2035
C: -2.1011 1.9341 -6.7213
C: 3.0952 -3.0384 3.8074
C: 1.8120 2.3226 -1.8101
C: 2.2191 0.9090 4.1004
C: -1.1191 0.3245 3.0063
C: 1.0505 1.8724 -4.0638
C: 4.3958 1.5752 2.0567
C: -5.1520 -0.4035 1.7239
C: -1.5008 1.2362 -3.0649
C: 0.9128 1.1959 4.1143
C: -1.4720 0.5289 1.6752
C: 4.7094 0.1657 2.4369
C: -2.6461 -3.5624 3.5494
C: -2.0887 0.0884 3.9882
C: -2.3641 1.7257 -5.3472
C: 3.7229 -0.7021 2.9317
C: -3.0625 -3.5580 2.2087
C: -0.2602 -1.8731 -0.7968
C: -0.4790 -2.7967 2.8598
C: 7.7199 -2.1592 2.2759
C: -3.7668 -0.0825 2.1904
C: 3.1571 2.9527 -3.7264
C: 0.8613 1.7330 -2.6752
C: -3.7313 1.7714 -4.9244
C: 4.0366 -2.0508 3.1974
C: 2.9617 2.8952 -2.3250
C: -3.1204 2.1671 -7.6319
C: -1.2886 1.4941 -4.4096
C: 2.1720 2.4970 -4.5964
C: 1.1759 -1.2907 1.3387
H: 4.1063 3.3268 -4.1340
H: 0.6228 1.0659 1.0948
H: -0.6678 2.2289 0.6741
H: 2.4777 -3.5314 3.0466
H: -2.9544 0.0560 0.1743
H: 3.7200 3.3115 -1.6545
H: 0.5312 -1.4337 -1.4358
H: 4.0715 2.2027 2.8915
H: -2.8691 2.3580 -8.6721
H: -0.9375 -3.3838 4.8738
H: -1.2426 -1.4415 -1.1214
H: 3.6467 1.6430 1.2569
H: -2.4797 -3.2635 0.1488
H: 2.2715 2.6062 -5.6746
H: 3.6889 -3.8355 4.2775
H: 5.4988 -3.5925 2.9030
H: 0.3789 2.0085 4.5938
H: -3.3839 -3.7081 4.3416
H: -5.1810 -1.3697 1.2006
H: -4.9148 2.9404 -9.9165
H: -1.2584 0.7958 5.8531
H: -0.3171 -2.9547 -1.0937
H: -2.5986 -0.3837 5.9965
H: 8.0282 -2.7543 3.1387
H: -5.5226 0.3655 1.0334
H: 5.3130 2.0183 1.6656
H: -5.8245 -0.4572 2.5825
H: -6.3996 1.9358 -9.8270
H: -4.2031 -0.2487 4.2806
H: 8.4260 -1.3338 2.1703
H: -1.0648 1.9046 -7.0798
H: -0.5278 0.5831 -0.1792
H: 7.8304 -2.8019 1.3989
H: -5.7930 2.0466 -5.5151
H: 6.7362 0.3550 1.8005
H: 2.4538 -2.6130 4.5840
H: -4.7880 1.1564 -9.6866
H: -4.0710 -3.8992 1.9501
H: -0.9725 -0.9403 5.5054
H: 1.5782 2.3806 -0.7541
H: 3.0538 1.3885 4.5902
H: -0.6903 2.0242 -1.3011
H: -3.9778 1.6257 -3.8685
H: -2.5232 1.0701 -2.7104
H: 0.5615 -2.6262 3.1335

---

No. 2
DFT (wB97M-V/def2-TZVPD) results for a molecular structure, C46H46FIrN11O4 in a non-equilibrium geometry.

Summary:
Spin multiplicity: 2
ΔE to the lowest compared entry with this formula, charge and spin, kcal per mole: 34.34
Charge: +4
⟨S²⟩: 0.781
E_LUMO (spin up / spin down), eV: -9.78 / -12.65

Positions of all 109 atoms, in Å:
Ir: 0.6118 0.0621 0.8581
F: -5.7208 -0.1326 -1.7649
O: 1.4296 -1.5874 0.2844
O: 5.9554 3.8288 0.7864
O: 1.5922 -3.7511 0.1433
O: -1.1825 -0.5914 0.1363
N: 2.6653 1.4263 -2.3831
N: 3.0619 -0.7454 4.0862
N: 4.0082 -0.1450 3.3322
N: 1.4067 0.7658 -0.7744
N: -2.0900 -4.2588 -1.5477
N: 6.5911 5.8647 0.4592
N: -6.5874 -2.7274 -2.5426
N: 6.8470 5.5568 1.7221
N: 1.4127 1.7886 -2.7380
N: 2.2131 -0.1211 2.1319
N: -8.9456 -3.9367 -2.6017
C: 0.3416 1.3351 5.3258
C: 3.4984 0.2378 2.1709
C: -2.6940 -1.9701 -1.0415
C: 6.2405 1.8299 5.3123
C: -0.9051 -4.0221 -1.0049
C: -3.0175 -5.8846 -3.4075
C: -0.1230 1.4665 3.9060
C: -4.8823 -1.1672 -1.6384
C: 5.5150 4.6173 -1.4407
C: 6.4473 3.4979 3.1138
C: -9.0053 -2.4516 -2.8229
C: 0.8790 -2.7942 0.0506
C: -1.4026 1.0278 3.5333
C: 3.7889 1.7773 -3.2807
C: -5.3018 -2.4504 -2.0726
C: -1.9237 1.2507 2.2677
C: 2.6721 0.8181 -1.2106
C: 5.3946 -0.0649 3.8601
C: -3.3543 0.9224 1.9751
C: 4.9560 5.3768 -3.6425
C: 5.8695 1.3518 4.0592
C: -3.3909 -6.4963 -2.0783
C: 6.8226 3.9721 4.3702
C: 4.9638 3.3688 -1.7337
C: -7.8981 -4.5728 -3.4896
C: 6.0467 4.8289 -0.1121
C: 5.5171 5.6285 -2.4007
C: 6.0006 2.1858 2.9661
C: 6.4655 4.3301 1.9318
C: -1.0989 1.8836 1.2982
C: 0.8793 3.4142 0.8089
C: -7.7149 -1.8122 -2.3131
C: -4.3552 -3.4607 -2.0058
C: 1.9937 -0.7136 3.3452
C: -6.7585 -3.5775 -3.7196
C: -0.5089 -2.8166 -0.4466
C: -1.4071 -1.7532 -0.4412
C: -2.2070 -5.5918 -2.1876
C: -3.6468 -0.9401 -1.1231
C: 0.6561 2.1037 2.9392
C: 0.6690 1.3785 -1.7551
C: -3.0491 -3.2395 -1.5474
C: 4.3882 4.1401 -3.9187
C: 4.3877 3.1264 -2.9655
C: 6.7241 3.1242 5.4633
C: 0.1845 2.3569 1.6282
H: -1.5329 2.1839 0.3507
H: 3.3649 1.7671 -4.2804
H: 1.6291 2.4982 3.2181
H: -6.9475 -2.9711 -4.6103
H: 6.0431 -0.6061 3.1715
H: 5.0083 2.5886 -0.9808
H: -8.7244 -4.1188 -1.6221
H: 3.5309 0.3632 -0.7475
H: 7.1785 4.9887 4.4796
H: -0.1468 2.1001 5.9356
H: -0.4046 1.4687 -1.7313
H: -3.6215 -5.0993 -3.8352
H: 4.9534 6.1477 -4.4011
H: -2.0329 0.5641 4.2856
H: -4.2672 -6.1684 -1.5385
H: 4.0544 0.7125 1.3831
H: -3.9987 1.4225 2.7006
H: 6.1702 1.1836 6.1796
H: 0.6046 3.3897 -0.2432
H: -2.5497 -6.5192 -4.1472
H: 3.9509 3.9626 -4.8945
H: -0.1874 -4.8319 -1.0149
H: -9.8544 -4.3678 -2.7798
H: 5.9533 6.5916 -2.1672
H: -8.3866 -4.8342 -4.4258
H: -3.1647 -7.5428 -1.9281
H: 1.0553 -1.1537 3.6474
H: -4.6593 -4.4485 -2.2946
H: 7.0223 3.4705 6.4435
H: 4.5185 0.9710 -3.2101
H: 1.4179 1.4746 5.4161
H: -7.7984 -1.6168 -1.2438
H: -7.5765 -5.4875 -2.9973
H: -3.6492 1.2564 0.9832
H: -9.8671 -2.0527 -2.2937
H: 1.9656 3.3477 0.8985
H: 5.7979 1.8207 1.9671
H: -1.2411 -6.0672 -2.1374
H: 5.3628 -0.6183 4.7934
H: 0.5790 4.3923 1.1895
H: 0.0749 0.3687 5.7556
H: -3.5387 -0.1512 2.0561
H: -7.6123 -0.8521 -2.8185
H: -3.3814 0.0589 -0.8131
H: -5.8553 -4.1437 -3.9217
H: -9.1626 -2.3105 -3.8898

---

No. 3
DFT (wB97M-V/def2-TZVPD) results for a molecular structure, C46H47F9GeN6O3S2Ta in a non-equilibrium geometry.

Summary:
Spin multiplicity: 2
ΔE to the lowest compared entry with this formula, charge and spin, kcal per mole: 34.60
Charge: +2
⟨S²⟩: 0.795
E_LUMO (spin up / spin down), eV: -6.78 / -6.79

Positions of all 115 atoms, in Å:
Ta: -0.5200 -0.3648 -0.5361
Ge: 1.8829 -0.2768 1.0548
S: -3.3029 3.2780 0.5049
S: -2.0407 3.7169 -2.5560
F: -2.4341 0.3397 -2.9237
F: 0.7563 -2.1930 -2.9820
F: -3.8522 -1.1913 -3.4734
F: -1.0982 -4.1884 -3.1832
F: -3.1093 -3.6670 -2.6050
F: -2.4699 -3.3695 -4.6496
F: -2.3409 -0.5491 -4.8808
F: -0.1417 -2.2145 -4.9471
F: 0.0180 -0.3690 -3.8355
O: -1.3959 -1.7278 -1.6379
O: -3.4242 2.6275 1.7717
O: -4.2516 3.0824 -0.5406
N: -1.2091 0.9707 1.6172
N: -1.8267 2.5268 -0.1055
N: -1.8807 8.9082 1.0268
N: -0.3758 1.8999 -1.8093
N: 1.6599 0.1371 -1.7942
N: -2.2975 -1.5968 0.9393
C: -4.3957 -2.6599 -0.0107
C: -2.4383 -4.2428 3.5095
C: 1.4348 0.3283 2.8645
C: -2.0952 5.3422 1.7325
C: 3.1700 2.2354 0.9251
C: 5.2981 2.8684 0.0231
C: 2.5167 -4.4580 0.6367
C: 5.8526 -1.0317 -1.4602
C: 1.1694 -3.1680 4.0456
C: -2.5899 -0.8117 -3.6053
C: -1.9243 -2.4892 1.8748
C: 3.6300 -4.6609 1.4390
C: -0.2213 -1.6881 -3.7443
C: 3.6684 -2.3205 1.9831
C: -2.9181 4.9300 0.6744
C: 4.2068 -3.5910 2.1128
C: 1.9785 -3.1829 0.5150
C: 6.6486 1.2151 -1.1979
C: 3.5288 0.5042 -3.5740
C: -2.2487 7.6148 0.9308
C: 4.1772 3.2044 0.7153
C: -3.9225 -0.2552 -0.3192
C: 2.5411 -2.1032 1.1870
C: -3.7615 -1.4118 0.6466
C: -1.6008 -1.8847 -3.0351
C: -1.7702 6.6653 1.8614
C: -0.8765 3.1580 -3.6886
C: -0.0969 2.2180 -3.1355
C: 5.4738 1.5524 -0.4782
C: 2.9997 0.4788 -5.0121
C: -3.1000 7.1871 -0.1064
C: -0.2116 -3.2260 3.4592
C: 4.4736 0.5720 -0.2602
C: 6.8407 -0.0473 -1.6766
C: -2.0894 -3.3196 -3.3782
C: -4.5115 -0.9983 1.9275
C: -2.8102 -3.4580 2.4427
C: -1.1470 -4.1065 4.0211
C: 4.7042 -0.7293 -0.7832
C: -0.6008 -2.4531 2.3911
C: -3.4326 5.8624 -0.2340
C: 3.2961 0.9423 0.4785
C: -1.2829 1.3748 0.4466
C: -3.4140 -5.2124 4.1197
C: 2.4753 0.2923 -2.5838
C: -1.3908 2.6542 -1.3993
H: -0.8499 -4.7094 4.8718
H: -4.2253 0.0134 2.2209
H: -5.0966 -2.3430 -0.7833
H: -1.3462 9.2339 1.8119
H: 3.9565 -1.4968 -0.6475
H: 2.5666 -0.4894 -5.2583
H: -2.9214 -5.8732 4.8300
H: 7.7403 -0.2971 -2.2232
H: 2.2478 1.2494 -5.1789
H: 1.6734 -2.2375 3.8040
H: -3.6409 -3.2827 -0.4820
H: -3.7861 -3.6045 2.0221
H: -5.5815 -1.0047 1.7195
H: 2.2835 2.5398 1.4677
H: 7.3983 1.9818 -1.3513
H: 2.3143 0.1516 3.4869
H: -0.8217 3.5718 -4.6817
H: -1.7365 4.6191 2.4536
H: -4.9576 -3.2665 0.6948
H: 5.0744 -3.7491 2.7401
H: -2.2730 9.6002 0.4136
H: 1.1283 -3.2728 5.1295
H: 1.2114 1.3928 2.8801
H: -1.1493 6.9941 2.6848
H: 6.0113 -2.0375 -1.8291
H: 1.7786 -3.9865 3.6566
H: 2.0706 -5.2894 0.1063
H: -3.5016 7.9154 -0.7991
H: -4.9753 0.0035 -0.4246
H: 4.0122 1.4558 -3.3425
H: -3.5527 -0.5247 -1.2940
H: 0.5800 -0.2011 3.2745
H: 0.0883 -1.7480 1.9554
H: 4.1399 -1.4885 2.4970
H: 0.7157 1.7194 -3.6272
H: 4.0553 -5.6515 1.5322
H: -4.1994 -4.6755 4.6538
H: 1.1066 -3.0452 -0.1235
H: -4.1068 5.5371 -1.0144
H: -4.3218 -1.6614 2.7664
H: 6.0791 3.5991 -0.1489
H: 4.2730 -0.2760 -3.4135
H: 3.8261 0.6666 -5.6937
H: -3.4122 0.6251 0.0505
H: 4.0491 4.2050 1.1061
H: -3.8918 -5.8239 3.3545
H: -1.6125 1.4920 2.3966